(1)
{
  "formula": "C6H8N",
  "method": "ωB97M-V with the def2-TZVPD basis set",
  "homo_lumo_gap_ha": [0.234, 0.260],
  "lumo_ha": [-0.2470, -0.2320],
  "charge": 1,
  "de_lowest_kcal_mol": 184.5,
  "total_energy_ha": -287.66222,
  "elements": ["C", "C", "C", "C", "C", "C", "N", "H", "H", "H", "H", "H", "H", "H", "H"],
  "positions_angstrom": [[-0.72906, 2.20247, -1.34176], [-1.42637, -1.37063, -0.21199], [-0.86685, -2.43991, -0.77556], [-2.01927, -0.55978, 0.74695], [-1.37950, 0.14410, -0.24105], [2.33705, 0.87868, 0.99219], [-0.81549, 1.17102, -0.77153], [-0.14530, 2.89295, -1.87917], [-0.27863, -2.55302, -1.65780], [-1.36028, -3.25783, -0.42478], [-2.61789, -0.32415, 1.71777], [2.08701, 0.36423, 1.92183], [3.42351, 0.84658, 0.86654], [1.71978, 1.77090, 0.98337], [2.07128, 0.23439, 0.07500]],
  "forces_ev_per_a": [[0.7, -3.4, 1.3], [1.9, 1.1, -1.6], [-1.1, 1.5, 0.2], [-0.9, 2.6, 1.1], [-0.8, -3.8, 2.0], [-0.5, -2.2, -1.4], [-0.9, 4.0, -1.5], [0.2, 1.1, -0.4], [0.4, 0.6, -0.3], [-0.6, -2.9, 1.0], [1.2, -0.9, -1.9], [0.0, -0.3, -0.2], [-0.2, 1.2, 0.4], [0.8, 0.6, -0.2], [-0.3, 0.7, 1.4]]
}

---

(2)
{
  "formula": "C7H15N2O",
  "method": "ωB97M-V with the def2-TZVPD basis set",
  "homo_lumo_gap_ha": 0.416,
  "lumo_ha": -0.1040,
  "smiles": "CC[C@@](O)(N1CC1)[NH+]1CC1",
  "charge": 1,
  "de_lowest_kcal_mol": 103.9,
  "total_energy_ha": -460.10741,
  "elements": ["C", "C", "C", "O", "N", "C", "C", "N", "C", "C", "H", "H", "H", "H", "H", "H", "H", "H", "H", "H", "H", "H", "H", "H", "H"],
  "positions_angstrom": [[2.16388, 0.61883, 0.86450], [0.94351, -0.06032, 1.48797], [-0.23933, -0.20176, 0.59123], [-1.37951, -0.61977, 1.39237], [-0.44345, 0.80480, -0.36657], [-0.98995, 2.05857, 0.15039], [-1.80302, 1.22574, -0.79928], [-0.03116, -1.37426, -0.26883], [-0.60465, -1.67537, -1.58030], [0.78343, -1.26382, -1.48755], [2.67512, -0.17301, 0.32638], [1.82878, 1.36770, 0.22267], [2.80475, 1.09112, 1.59398], [0.41163, 0.26708, 2.45539], [1.31374, -1.10244, 1.84647], [-1.89675, 0.19842, 1.38998], [-0.33354, 2.92469, -0.02589], [-0.99999, 1.98937, 1.21538], [-2.69241, 0.68755, -0.51066], [-1.95053, 1.60151, -1.78172], [0.11192, -2.26186, 0.21821], [-1.38989, -1.07801, -2.01406], [-0.76267, -2.78025, -1.63676], [1.57644, -1.96287, -1.49677], [0.90367, -0.28163, -1.78655]],
  "forces_ev_per_a": [[-0.5, -0.9, 1.3], [0.3, -1.2, 2.8], [-1.8, -2.1, -0.1], [0.8, 1.2, -1.1], [-0.6, 1.5, -0.9], [1.7, 0.0, 0.2], [0.5, 0.6, 1.6], [0.5, -1.5, 0.0], [-1.0, -2.6, -0.5], [-0.2, -1.0, 0.2], [0.5, 0.3, -0.2], [-0.3, 1.3, -1.3], [0.3, -0.2, 0.2], [1.5, 0.5, -1.2], [-1.0, 1.4, -0.7], [-0.6, -0.4, 0.6], [-0.9, -0.1, -1.0], [-1.3, 0.1, 0.8], [0.0, -0.2, 0.7], [0.6, 0.1, -0.9], [0.1, 0.6, 0.3], [0.2, 0.3, 0.2], [-0.2, 1.2, -0.2], [0.7, -0.5, -0.5], [0.8, 1.7, -0.3]]
}

---

(3)
{
  "formula": "C19H21NO5S2",
  "method": "ωB97M-V with the def2-TZVPD basis set",
  "homo_lumo_gap_ha": 0.106,
  "lumo_ha": -0.0965,
  "de_lowest_kcal_mol": 99.2,
  "total_energy_ha": -1963.67467,
  "elements": ["C", "N", "C", "C", "C", "C", "C", "C", "C", "C", "C", "C", "H", "H", "H", "H", "H", "H", "H", "H", "H", "H", "H", "H", "H", "H", "C", "O", "C", "S", "O", "O", "C", "C", "C", "C", "C", "C", "S", "O", "O", "H", "H", "H", "H", "H", "H", "H"],
  "positions_angstrom": [[-5.09705, -1.60746, -1.42195], [-3.81641, -2.32931, -1.50104], [-3.82657, -3.73047, -1.07001], [-2.67264, -1.64147, -1.78072], [-1.41152, -2.19192, -1.77916], [-0.28719, -1.48247, -2.14748], [1.03691, -2.00918, -2.14507], [2.03089, -1.41082, -2.94564], [3.29030, -1.95041, -3.03937], [3.61482, -3.08163, -2.31133], [2.67646, -3.66025, -1.47127], [1.40392, -3.14508, -1.39329], [-5.93268, -2.29662, -1.26160], [-5.05351, -0.90511, -0.58544], [-5.27933, -1.04569, -2.34498], [-4.84328, -4.10348, -0.96245], [-3.31530, -4.36953, -1.78784], [-3.32669, -3.81747, -0.10773], [-2.78530, -0.59616, -2.00948], [-1.31297, -3.23853, -1.55743], [-0.42462, -0.49849, -2.56041], [1.78718, -0.53178, -3.51440], [4.02057, -1.49494, -3.68866], [4.60590, -3.50034, -2.38460], [2.94681, -4.51519, -0.87071], [0.70079, -3.59384, -0.71098], [1.10136, -0.81869, 0.92475], [0.53594, -0.18253, 2.05064], [0.73608, 1.18450, 2.12446], [-0.66942, 2.20480, 2.59376], [-1.58452, 2.41513, 1.41202], [-1.13108, 2.04997, 4.01767], [0.27425, 3.72614, 2.63823], [1.59125, 3.68608, 2.27681], [2.35505, 4.82621, 2.30734], [1.78648, 6.01099, 2.72816], [0.45190, 6.04816, 3.08352], [-0.31061, 4.90149, 3.03251], [2.25348, 2.09698, 1.78180], [3.35249, 1.85476, 2.78319], [2.47669, 2.14926, 0.29113], [1.27182, -1.86546, 1.17126], [0.34823, -0.76879, 0.13672], [2.03375, -0.33583, 0.61635], [3.38268, 4.77471, 1.98513], [2.38271, 6.90726, 2.75117], [-0.00518, 6.97673, 3.37653], [-1.36284, 4.90579, 3.26988]],
  "forces_ev_per_a": [[0.1, 0.5, 0.0], [1.1, 1.0, -0.4], [0.5, 0.1, 0.0], [-2.4, -1.2, 0.5], [0.9, -0.3, -0.2], [-0.8, -0.3, 0.2], [1.0, -0.4, -0.1], [-0.6, 0.0, 0.2], [0.2, -0.1, -0.1], [0.1, 0.1, 0.0], [0.0, -0.1, 0.1], [-0.2, 0.3, -0.2], [0.4, 0.1, -0.1], [-0.2, 0.0, -0.1], [0.1, -0.1, 0.2], [0.1, 0.3, -0.1], [0.1, 0.1, -0.1], [0.1, -0.1, 0.1], [-0.3, 0.3, -0.1], [0.1, -0.2, 0.3], [0.0, 0.4, 0.0], [-0.1, 0.3, -0.1], [0.1, 0.1, 0.0], [0.1, -0.1, 0.0], [0.0, -0.1, 0.0], [-0.2, -0.1, 0.1], [-0.4, 0.4, 0.2], [0.7, -0.1, 0.5], [-0.5, 1.9, 0.3], [1.8, 0.6, -0.6], [0.4, -1.0, 2.7], [-0.2, -0.3, -3.2], [-0.4, -0.8, 0.0], [0.1, -0.7, -0.4], [0.5, 0.0, -0.2], [0.1, 0.1, -0.1], [-0.1, 0.2, 0.0], [-0.5, 0.1, 0.1], [-1.2, -0.4, 0.7], [-1.4, 0.0, -2.8], [0.7, -0.4, 2.8], [0.1, 0.0, 0.1], [0.1, 0.1, -0.5], [-0.1, -0.2, -0.2], [0.2, 0.1, 0.1], [0.1, 0.2, 0.0], [-0.1, 0.2, 0.1], [-0.1, 0.1, 0.2]]
}

---

(4)
{
  "formula": "C30H26EuN7O4S2",
  "method": "ωB97M-V with the def2-TZVPD basis set",
  "homo_lumo_gap_ha": [0.240, 0.240],
  "multiplicity": 7,
  "lumo_ha": [-0.0427, -0.0427],
  "total_energy_ha": -3349.76130,
  "elements": ["Eu", "C", "C", "C", "C", "C", "C", "H", "H", "H", "H", "H", "H", "C", "C", "C", "C", "C", "C", "C", "S", "O", "O", "N", "C", "C", "O", "O", "H", "H", "H", "H", "H", "H", "H", "H", "H", "S", "C", "C", "C", "C", "C", "C", "C", "C", "C", "N", "H", "H", "H", "H", "H", "H", "N", "C", "N", "C", "N", "C", "C", "N", "C", "C", "N", "H", "H", "H", "H", "H"],
  "positions_angstrom": [[0.43734, 0.22312, 0.85815], [-3.55035, 3.24961, -0.00082], [-3.52483, 3.78046, -1.26031], [-2.34368, 4.26511, -1.80099], [-1.17073, 4.16359, -1.03844], [-1.14338, 3.48106, 0.15724], [-2.33483, 3.05028, 0.68186], [-4.50635, 2.94224, 0.42884], [-4.45994, 4.00146, -1.80461], [-2.26577, 4.69656, -2.80175], [-0.26093, 4.64781, -1.38214], [-0.19128, 3.22497, 0.61295], [-2.36941, 2.38077, 1.49891], [1.58306, -3.26599, -6.34768], [1.48917, -2.39193, -5.10161], [0.23767, -1.86708, -4.76192], [0.13419, -0.74874, -3.90003], [1.30298, -0.30728, -3.28013], [2.58210, -0.83158, -3.56242], [2.64344, -1.88902, -4.49612], [1.03710, 0.94114, -2.03678], [-0.29361, 0.58299, -1.49734], [1.21046, 2.20920, -2.70637], [2.10132, 0.77056, -0.84268], [3.07936, 1.81662, -0.64258], [2.65189, 2.61315, 0.63530], [3.31552, 3.61579, 0.82049], [1.69474, 2.11063, 1.34866], [1.21846, -4.32509, -6.24702], [2.61129, -3.36516, -6.71886], [0.94469, -2.80603, -7.14026], [-0.69086, -2.21258, -5.21566], [-0.79298, -0.23616, -3.68325], [3.43066, -0.39700, -3.06932], [3.56281, -2.33834, -4.77403], [3.10272, 2.50745, -1.46851], [4.06309, 1.37452, -0.38330], [0.43087, -1.88038, 5.63094], [1.26637, -2.86743, 4.46269], [1.28012, -2.29850, 3.23864], [0.73883, -0.95785, 3.15820], [0.22835, -0.62006, 4.40032], [-0.31523, 0.69932, 4.68674], [-0.45348, 1.14148, 6.02768], [-0.86462, 2.44214, 6.31710], [-1.14953, 3.29021, 5.25789], [-0.99578, 2.80934, 3.94655], [-0.60251, 1.55261, 3.65642], [1.70138, -3.77528, 4.79488], [1.76065, -2.74021, 2.38129], [-0.18861, 0.40951, 6.78720], [-0.90027, 2.79704, 7.36070], [-1.31474, 4.34859, 5.40086], [-1.25588, 3.42593, 3.06805], [-3.73319, -1.68003, 0.33843], [-3.08101, -0.62179, 0.81081], [-1.76997, -0.82649, 0.74550], [-1.67829, -2.16218, 0.29119], [-2.85682, -2.69274, -0.01074], [-0.44573, -2.90334, 0.11115], [-0.53834, -4.28195, -0.15601], [0.51814, -5.00940, -0.51643], [1.67057, -4.33697, -0.69749], [1.82337, -3.00064, -0.34663], [0.73529, -2.30655, 0.06038], [-4.74425, -1.75840, 0.25401], [-3.58402, 0.29957, 1.15244], [-1.43512, -4.87253, -0.04619], [2.45924, -4.86097, -1.25493], [2.75914, -2.42915, -0.38912]],
  "forces_ev_per_a": [[1.5, 1.6, 1.5], [0.3, -0.5, 0.6], [-1.0, 1.3, -1.1], [1.3, 0.0, 0.4], [0.0, 0.7, -1.1], [0.1, -0.2, 0.1], [-1.3, -0.6, -0.9], [0.3, 0.0, 0.0], [0.5, -0.5, 0.3], [-0.3, 0.0, 0.4], [0.0, -0.4, -0.2], [0.0, 0.4, 0.3], [0.2, -0.2, 1.3], [-0.5, -0.9, -0.2], [-0.3, 0.2, -0.7], [-0.3, 1.4, 0.5], [1.1, -1.5, -0.4], [0.2, -0.2, 0.2], [-1.7, -0.6, -0.5], [-0.8, 0.9, 0.8], [2.7, 0.7, 0.0], [0.0, 0.0, 0.6], [-0.8, -0.1, 0.0], [-2.0, -1.5, -1.3], [-0.5, -0.4, 1.6], [1.2, 0.1, -1.1], [-0.5, 0.2, 0.8], [-0.5, -0.4, -0.1], [0.2, 1.0, 0.3], [-0.2, 0.3, 0.1], [0.6, -0.3, 0.5], [0.4, -0.1, -0.2], [-0.1, -0.3, 0.0], [0.4, -0.1, 0.1], [0.9, -0.1, -0.2], [0.4, 0.2, -0.2], [-0.4, 0.3, -0.5], [0.5, 0.3, -1.1], [-0.8, 0.6, 0.7], [0.2, 0.9, -0.1], [-0.4, -0.6, -0.2], [0.3, -0.3, -1.0], [-0.4, 1.6, 0.7], [-0.1, -0.2, -0.6], [0.3, -0.5, 0.2], [0.6, 0.1, -0.8], [-0.2, -0.7, 0.2], [-0.1, -0.3, 0.3], [0.2, -0.7, 0.1], [0.2, -0.4, 0.0], [-0.1, 0.4, 0.1], [-0.1, -0.2, -0.7], [-0.4, 0.0, 0.1], [0.4, -0.2, 0.7], [0.5, -0.6, 0.0], [0.5, 0.6, -0.3], [-0.9, -1.8, 0.0], [-1.8, 1.7, 0.2], [-0.1, 1.2, 0.8], [0.4, -1.5, -0.9], [0.8, -0.7, 0.3], [0.3, 1.1, -0.4], [0.2, -0.2, -0.5], [-1.0, 0.4, 0.3], [0.3, 0.7, -0.1], [0.5, -0.3, -0.1], [0.5, -0.7, -0.3], [-0.3, 0.4, 0.1], [-0.2, 0.1, 0.7], [-0.4, -0.4, -0.1]]
}

---

(5)
{
  "formula": "C4H8N2O",
  "method": "ωB97M-V with the def2-TZVPD basis set",
  "homo_lumo_gap_ha": 0.322,
  "lumo_ha": 0.0342,
  "de_lowest_kcal_mol": 77.1,
  "total_energy_ha": -341.88075,
  "elements": ["C", "C", "C", "N", "C", "O", "N", "H", "H", "H", "H", "H", "H", "H", "H"],
  "positions_angstrom": [[0.11176, -0.67845, -1.97978], [-0.49060, -0.37793, -0.62586], [-0.03381, -1.22650, 0.48667], [0.59076, 0.12492, 0.37865], [0.26536, 1.22920, 1.27873], [1.16699, 1.80877, 1.83991], [-1.06065, 1.41982, 1.34659], [0.87862, -1.47564, -1.98265], [-0.68776, -0.99926, -2.65614], [0.54832, 0.22322, -2.42749], [-0.63960, -1.35508, 1.38460], [0.72236, -2.01313, 0.35767], [1.59728, 0.11071, 0.21311], [-1.56692, 0.96280, 0.57424], [-1.40212, 2.24655, 1.81174]],
  "forces_ev_per_a": [[0.0, 0.0, -0.1], [0.1, -0.1, -0.1], [-0.1, -0.1, 0.2], [0.2, 0.2, 0.1], [0.1, 0.0, 0.1], [-0.3, -0.1, -0.2], [0.1, 0.1, -0.1], [0.0, 0.2, 0.1], [0.1, 0.0, 0.1], [-0.1, -0.1, 0.1], [0.1, 0.0, -0.2], [-0.1, 0.1, 0.0], [-0.2, 0.0, -0.1], [0.1, 0.1, 0.1], [0.1, -0.2, 0.0]]
}

---

(6)
{
  "formula": "C9H11N2O",
  "method": "ωB97M-V with the def2-TZVPD basis set",
  "homo_lumo_gap_ha": 0.364,
  "lumo_ha": -0.1282,
  "smiles": "C=C1[C@@H](O)[N@@+]1(C)c1ccccn1",
  "charge": 1,
  "de_lowest_kcal_mol": 89.2,
  "total_energy_ha": -533.91008,
  "elements": ["C", "C", "C", "O", "N", "C", "C", "C", "C", "C", "C", "N", "H", "H", "H", "H", "H", "H", "H", "H", "H", "H", "H"],
  "positions_angstrom": [[-1.43098, -2.47193, -0.93092], [-0.27246, -1.86796, -0.71774], [1.09250, -1.45519, -1.01906], [1.47258, -0.68107, -2.03229], [0.30348, -0.89046, 0.24355], [0.50913, -1.65275, 1.52943], [0.06173, 0.53420, 0.34274], [-0.71502, 1.20965, -0.64576], [-0.97623, 2.54260, -0.41688], [-0.30089, 3.26236, 0.55888], [0.61186, 2.57504, 1.35338], [0.71506, 1.21890, 1.31814], [-2.25418, -2.26171, -0.11620], [-1.41814, -3.08895, -1.70763], [1.96660, -2.16499, -0.58843], [0.99621, -0.61536, -2.88307], [-0.25755, -2.34044, 1.76537], [1.39940, -2.18189, 1.55299], [0.66727, -0.96257, 2.29642], [-1.12889, 0.54436, -1.39376], [-1.55352, 3.19402, -1.11970], [-0.61153, 4.36776, 0.60625], [1.12355, 3.18638, 2.00431]],
  "forces_ev_per_a": [[0.2, 3.7, 5.4], [-0.2, 1.4, -0.7], [1.5, -3.0, 0.5], [0.6, 0.7, 0.1], [-0.2, -1.5, 0.9], [0.1, 1.2, -0.4], [-0.2, 3.5, -0.1], [0.5, -2.1, 1.7], [-0.1, 1.5, -1.6], [-1.0, 0.7, -0.4], [-2.3, -1.5, -1.7], [-0.1, -0.4, -1.1], [1.4, -0.8, -2.2], [-0.8, -2.8, -3.0], [-2.0, 1.9, -1.1], [-0.4, -0.4, 1.0], [-1.2, -0.3, -0.2], [1.9, -1.1, -0.7], [-0.2, 1.3, 1.2], [-0.4, 0.7, -0.3], [0.1, -1.2, 0.6], [1.2, -1.8, 0.4], [1.6, 0.4, 1.9]]
}

---

(7)
{
  "formula": "C23H14ClIN3O4Pd",
  "method": "ωB97M-V with the def2-TZVPD basis set",
  "homo_lumo_gap_ha": 0.251,
  "lumo_ha": 0.0807,
  "charge": -1,
  "de_lowest_kcal_mol": 0.0,
  "total_energy_ha": -2235.96989,
  "elements": ["Pd", "O", "C", "C", "C", "C", "C", "C", "C", "O", "N", "N", "C", "C", "C", "C", "C", "C", "C", "O", "H", "H", "H", "H", "H", "H", "H", "H", "H", "H", "Cl", "C", "C", "C", "I", "C", "O", "C", "N", "C", "C", "C", "C", "H", "H", "H", "H"],
  "positions_angstrom": [[0.09519, -0.04521, 0.02417], [-1.77704, 2.92850, -2.58112], [-2.72347, 3.40188, -1.74636], [-3.32500, 4.62232, -2.06528], [-4.29810, 5.15525, -1.24337], [-4.69036, 4.48325, -0.08706], [-4.09329, 3.27520, 0.22476], [-3.10841, 2.71533, -0.58762], [-2.44873, 1.42617, -0.21053], [-1.45241, 1.06597, -0.98230], [-2.88420, 0.80164, 0.84196], [-2.08299, -0.31582, 1.01227], [-2.55727, -1.37227, 1.50996], [-1.73535, -2.59196, 1.45292], [-2.01629, -3.63511, 2.33187], [-1.34102, -4.84163, 2.28866], [-0.36491, -5.01189, 1.30892], [-0.08075, -4.00290, 0.41054], [-0.74519, -2.76167, 0.44304], [-0.45452, -1.88908, -0.50678], [-1.49428, 2.06095, -2.18816], [-3.00742, 5.12589, -2.96949], [-4.75746, 6.10160, -1.50449], [-5.45133, 4.89940, 0.56038], [-4.37356, 2.72485, 1.11310], [-3.57966, -1.42003, 1.90304], [-2.79637, -3.48003, 3.07161], [-1.56820, -5.63137, 2.99289], [0.18193, -5.94670, 1.24935], [0.67731, -4.12976, -0.35183], [4.45565, 3.41410, 4.00833], [3.63266, 2.16263, 3.10383], [4.03599, 0.86228, 3.22746], [3.40150, -0.17012, 2.52127], [4.03794, -2.13205, 2.75149], [2.32969, 0.07505, 1.66472], [1.70093, -0.82480, 0.99638], [1.93304, 1.45643, 1.54979], [0.88549, 1.69112, 0.70092], [0.43557, 2.90530, 0.52122], [1.00704, 4.00603, 1.19702], [2.04637, 3.80600, 2.05060], [2.55718, 2.50056, 2.25287], [4.86282, 0.62686, 3.88388], [-0.38130, 3.02317, -0.17676], [0.59769, 4.99245, 1.02954], [2.49298, 4.63503, 2.58349]],
  "forces_ev_per_a": [[0.3, -0.2, 0.1], [-0.2, 0.4, -0.2], [0.1, 0.0, -0.2], [0.0, 0.0, 0.0], [0.0, 0.0, 0.0], [0.0, 0.0, 0.0], [-0.1, 0.0, 0.0], [0.0, -0.2, 0.2], [0.0, 0.5, -0.3], [-0.1, -0.3, 0.3], [0.3, -0.4, 0.0], [-0.4, 0.5, 0.1], [0.1, -0.4, 0.0], [-0.2, 0.2, 0.0], [0.0, -0.1, 0.1], [0.0, 0.1, 0.0], [0.0, 0.0, 0.0], [0.0, -0.1, 0.1], [0.1, 0.1, -0.1], [-0.1, 0.0, 0.1], [0.2, -0.1, 0.1], [0.0, 0.0, 0.0], [0.0, 0.0, 0.0], [0.0, 0.0, 0.0], [0.0, 0.0, 0.0], [0.0, 0.0, -0.1], [0.0, 0.0, 0.0], [0.0, 0.0, 0.0], [0.0, 0.0, 0.0], [0.0, 0.0, 0.0], [0.0, -0.1, 0.0], [0.0, 0.1, 0.0], [0.0, -0.1, 0.0], [0.0, 0.1, 0.1], [0.0, 0.0, 0.0], [0.0, 0.2, 0.0], [0.1, 0.0, -0.1], [0.0, -0.1, 0.0], [-0.1, -0.2, 0.0], [0.1, 0.3, 0.0], [-0.2, -0.1, -0.2], [0.2, 0.0, 0.1], [0.0, 0.1, 0.0], [0.0, 0.0, 0.0], [0.0, 0.0, 0.0], [0.0, 0.0, 0.0], [0.0, 0.0, 0.0]]
}